{
  "formula": "C45H40Cl5N7O2RuS",
  "method": "ωB97M-V/def2-TZVPD",
  "spin_multiplicity": 2,
  "s2": 0.7697,
  "e_lumo_ev": [2.3, 2.2],
  "charge": -1,
  "homo_lumo_gap_ev": [5.7, 6.2],
  "de_lowest_kj_mol": 241.0,
  "e_homo_ev": [-3.424, -4.025],
  "species": ["Ru", "C", "C", "C", "C", "C", "C", "C", "C", "N", "C", "O", "C", "C", "C", "C", "C", "N", "C", "O", "N", "C", "C", "C", "C", "C", "C", "C", "C", "H", "H", "H", "H", "H", "H", "H", "H", "H", "H", "H", "H", "H", "H", "H", "H", "H", "H", "H", "H", "H", "S", "C", "C", "C", "C", "C", "C", "C", "C", "C", "N", "H", "H", "H", "H", "H", "H", "C", "C", "N", "C", "N", "C", "C", "C", "N", "C", "H", "H", "H", "H", "H", "H", "H", "H", "H", "H", "H", "H", "H", "Cl", "C", "C", "C", "Cl", "C", "Cl", "C", "Cl", "C", "Cl"],
  "coordinates": [[0.1540, 0.2252, -0.2563], [2.2061, 3.3914, -3.1450], [2.3515, 1.9190, -3.4549], [3.4401, 1.6822, -4.4000], [3.9038, 0.5679, -4.9693], [3.2541, -0.7549, -4.7766], [1.5924, -0.5385, -3.0039], [0.7551, -2.6626, -1.7844], [1.5501, 0.9846, -2.8618], [0.5673, 1.3772, -1.9573], [-0.3205, 2.3334, -2.2403], [-0.5059, 2.9578, -3.2912], [-1.2256, 2.6319, -1.0685], [-2.1985, 3.6023, -1.2255], [-3.1098, 3.8052, -0.2079], [-2.9666, 3.0831, 0.9596], [-1.9243, 2.1660, 1.0744], [-1.1024, 1.9004, 0.0563], [-1.6661, 1.6698, 2.4724], [-2.2615, 2.2781, 3.3647], [-0.7547, 0.7273, 2.7818], [-0.4229, 0.7162, 4.1962], [-1.1470, -0.0554, 5.1087], [-2.4678, -0.6957, 4.7742], [-0.6753, -0.1587, 6.4137], [0.4627, 0.5157, 6.8199], [1.1024, 1.3645, 5.9342], [0.6554, 1.5006, 4.6242], [1.2762, 2.5588, 3.7532], [3.1705, 3.8912, -3.2523], [1.8355, 3.5834, -2.1376], [1.4815, 3.8626, -3.8124], [3.9797, 2.5853, -4.6680], [4.7708, 0.6108, -5.6126], [2.6606, -2.2179, -3.4377], [1.3034, -3.2909, -2.5048], [-0.2730, -2.6018, -2.1416], [0.7752, -3.2156, -0.8437], [-2.2215, 4.1300, -2.1687], [-3.9097, 4.5289, -0.3111], [-3.5997, 3.2363, 1.8194], [-2.8477, -0.3668, 3.8100], [-3.2028, -0.4129, 5.5307], [-2.3959, -1.7851, 4.7637], [-1.2264, -0.7685, 7.1227], [0.8283, 0.4069, 7.8343], [1.9569, 1.9493, 6.2584], [2.3653, 2.5338, 3.8120], [0.9427, 3.5424, 4.0953], [0.9962, 2.4599, 2.7093], [1.7073, -1.8915, 3.2863], [0.0615, -2.4701, 3.1706], [-0.7425, -1.6429, 2.5026], [-0.1303, -0.3990, 1.9569], [1.3144, -0.5384, 2.2769], [2.2976, 0.3186, 1.7433], [3.6161, 0.4345, 2.2216], [4.4791, 1.3118, 1.6160], [4.0174, 2.0893, 0.5513], [2.7207, 1.9071, 0.1174], [1.8684, 1.0376, 0.6705], [-0.2099, -3.3994, 3.6535], [-1.8062, -1.8141, 2.4261], [3.9311, -0.1781, 3.0573], [5.5020, 1.3969, 1.9616], [4.6561, 2.7958, 0.0398], [2.3239, 2.4701, -0.7119], [-3.2942, -4.1444, 0.3938], [-1.7993, -3.9228, 0.2729], [-1.5693, -2.5154, 0.0757], [-2.3110, -1.7191, -0.7377], [-1.7952, -0.5843, -1.1111], [-2.5953, 0.2259, -2.0256], [-3.6040, -0.5640, -2.8370], [-4.4532, -1.3776, -1.8886], [-3.5807, -2.1670, -1.0325], [-3.9548, -3.5600, -0.8381], [-3.6633, -3.6300, 1.2848], [-3.5324, -5.2050, 0.4839], [-1.3903, -4.5244, -0.5512], [-1.2765, -4.2212, 1.1829], [-0.6191, -2.1642, 0.1494], [-1.9264, 0.7525, -2.6994], [-3.1501, 0.9850, -1.4581], [-3.0967, -1.2475, -3.5195], [-4.2166, 0.1154, -3.4323], [-5.1023, -2.0649, -2.4345], [-5.0983, -0.7299, -1.2834], [-3.6802, -4.1568, -1.7206], [-5.0415, -3.5994, -0.7495], [3.2129, -2.2113, 0.2845], [2.7836, -1.3498, -1.1427], [1.3596, -1.2709, -1.5969], [0.9394, -0.8274, -4.3351], [-0.7542, -0.8990, -4.6073], [1.8387, -0.8520, -5.3273], [1.5004, -0.8807, -6.9970], [2.9851, -1.1794, -3.3649], [4.3082, -2.0104, -5.6055], [3.6922, -1.0025, -2.0702], [5.3658, -0.6792, -1.8579]],
  "forces_ev_per_angstrom": [[-0.3, 0.1, 0.0], [0.0, 0.0, 0.0], [0.0, -0.1, 0.1], [0.1, -0.1, 0.1], [-0.3, 0.2, 0.0], [0.5, -0.6, -0.5], [0.9, -0.4, 0.1], [0.2, -0.1, -0.2], [0.2, 0.4, 0.1], [-0.5, -0.5, -0.1], [0.1, 0.2, 0.0], [0.0, -0.1, 0.0], [-0.1, 0.1, 0.0], [0.1, 0.0, 0.0], [-0.1, 0.1, 0.0], [0.0, 0.0, 0.0], [0.0, 0.0, -0.1], [0.3, 0.0, 0.1], [-0.1, 0.1, 0.1], [0.0, 0.0, 0.0], [0.1, 0.0, 0.1], [0.1, -0.1, -0.1], [0.0, 0.1, 0.0], [-0.1, 0.0, 0.0], [0.0, 0.0, 0.0], [0.0, 0.0, 0.0], [0.0, 0.0, 0.0], [0.0, -0.1, 0.0], [0.0, 0.0, 0.0], [0.0, 0.0, 0.0], [0.0, 0.0, 0.0], [0.0, 0.0, 0.0], [0.0, 0.0, 0.0], [-0.1, 0.0, -0.1], [0.6, -0.2, -0.1], [0.0, 0.0, 0.0], [0.0, 0.0, 0.1], [0.0, 0.0, 0.0], [0.0, 0.0, 0.0], [0.0, 0.0, 0.0], [0.0, 0.0, 0.0], [0.0, 0.0, 0.0], [0.0, 0.0, 0.0], [0.0, 0.0, 0.0], [0.0, 0.0, 0.0], [0.0, 0.0, 0.0], [0.0, 0.0, 0.0], [0.0, 0.0, 0.0], [0.0, 0.0, 0.0], [0.0, 0.0, -0.1], [0.1, -0.1, -0.1], [0.0, -0.1, 0.0], [-0.1, 0.1, -0.1], [0.1, 0.0, 0.1], [-0.2, 0.1, 0.0], [-0.3, 0.1, 0.2], [0.0, 0.1, 0.1], [0.0, 0.0, 0.0], [0.0, 0.0, 0.0], [-0.2, 0.1, 0.1], [0.4, -0.4, -0.5], [0.0, 0.1, 0.0], [0.1, 0.0, -0.1], [0.0, 0.0, 0.0], [0.0, 0.0, 0.0], [0.0, 0.0, 0.0], [0.1, -0.1, 0.0], [0.0, 0.0, 0.0], [0.0, 0.0, 0.0], [0.0, 0.0, -0.2], [0.1, -0.1, 0.1], [0.1, -0.2, -0.2], [-0.1, 0.1, 0.2], [0.0, -0.1, 0.0], [0.1, 0.0, 0.0], [-0.1, 0.0, 0.0], [0.0, 0.0, 0.0], [0.0, 0.0, 0.0], [0.0, 0.0, 0.0], [0.0, 0.0, 0.0], [0.0, 0.0, 0.0], [0.0, 0.1, 0.1], [0.0, 0.0, 0.0], [0.0, 0.0, 0.0], [0.0, 0.0, 0.0], [0.0, 0.0, 0.0], [0.0, 0.0, 0.0], [0.0, 0.0, 0.0], [0.0, 0.0, 0.0], [0.0, 0.0, 0.0], [0.0, 0.2, 0.2], [0.1, -0.2, -0.4], [-0.5, 0.6, 0.5], [-0.3, 0.1, -0.1], [0.0, 0.1, 0.0], [0.1, 0.0, 0.5], [0.0, 0.0, -0.2], [-1.4, 1.0, 0.1], [-0.1, 0.1, 0.1], [0.1, -0.1, 0.4], [0.1, -0.3, 0.0]],
  "lowdin_spin": [0.081, 0.000, 0.001, 0.000, 0.000, 0.000, 0.000, 0.001, 0.001, 0.008, -0.001, -0.001, 0.000, 0.000, 0.000, 0.000, 0.000, -0.001, 0.001, 0.002, 0.032, 0.008, 0.000, 0.000, 0.002, 0.000, 0.001, 0.002, 0.001, 0.000, 0.000, 0.000, 0.000, 0.000, 0.000, 0.000, 0.000, 0.000, 0.000, 0.000, 0.000, 0.000, 0.000, 0.000, 0.000, 0.000, 0.000, 0.000, 0.000, 0.000, 0.148, 0.004, 0.018, 0.096, 0.298, 0.047, 0.059, 0.003, 0.082, -0.007, 0.094, -0.001, 0.001, 0.005, -0.002, 0.006, -0.002, 0.000, 0.001, 0.002, 0.000, 0.000, 0.000, 0.000, 0.000, 0.000, 0.000, 0.000, 0.000, 0.000, 0.000, 0.002, 0.000, 0.000, 0.000, 0.000, 0.000, 0.000, 0.000, 0.000, 0.004, 0.000, 0.002, 0.000, 0.000, 0.000, 0.000, 0.000, 0.000, 0.002, 0.002]
}



{
  "formula": "C45H41AsN9O2S3Ti",
  "method": "ωB97M-V/def2-TZVPD",
  "spin_multiplicity": 3,
  "s2": 2.0053,
  "e_lumo_ev": [-2.3, -2.4],
  "charge": 1,
  "homo_lumo_gap_ev": [6.3, 7.9],
  "de_lowest_kj_mol": 64.8,
  "e_homo_ev": [-8.658, -10.291],
  "species": ["Ti", "C", "C", "N", "N", "C", "S", "N", "N", "H", "H", "H", "H", "H", "H", "C", "N", "C", "C", "N", "C", "S", "C", "C", "C", "C", "C", "N", "H", "H", "H", "H", "H", "H", "H", "H", "H", "O", "S", "O", "N", "C", "C", "C", "C", "C", "C", "C", "C", "N", "C", "C", "C", "C", "C", "C", "C", "H", "H", "H", "H", "H", "H", "H", "H", "H", "H", "H", "C", "C", "C", "C", "C", "C", "As", "C", "C", "C", "C", "C", "C", "C", "C", "C", "C", "C", "C", "H", "H", "H", "H", "H", "H", "H", "H", "H", "H", "H", "H", "H", "H", "H"],
  "coordinates": [[0.2627, -0.7640, -0.8064], [-0.8063, 4.7825, 1.4364], [-0.7523, 3.4285, 2.0291], [-1.3660, 3.0376, 3.0946], [-1.0288, 1.7228, 3.2163], [-0.2227, 1.2719, 2.2499], [0.3702, -0.2905, 2.0594], [-0.0278, 2.3876, 1.4793], [0.7869, 2.4200, 0.3636], [-1.3972, 5.4279, 2.0802], [-1.2659, 4.7498, 0.4465], [0.1946, 5.2033, 1.3330], [-1.3715, 1.1758, 3.9876], [0.2571, 2.6707, -0.4632], [1.5722, 3.0420, 0.5204], [-4.5781, -2.3309, -0.0882], [-3.3483, -2.6828, 0.5974], [-3.2628, -3.0047, 1.9422], [-1.9740, -3.2718, 2.2118], [-1.2646, -3.1008, 1.0316], [-2.1242, -2.7324, 0.0213], [-1.7536, -2.4068, -1.5877], [0.0392, -3.6000, 0.8043], [0.3991, -4.8338, 1.3187], [1.6477, -5.3372, 0.9890], [2.4616, -4.6199, 0.1307], [2.0164, -3.3934, -0.3240], [0.8449, -2.8649, 0.0386], [-5.2439, -3.1920, -0.1183], [-4.3243, -2.0293, -1.1009], [-5.0628, -1.5055, 0.4310], [-4.1308, -2.9999, 2.5767], [-1.4827, -3.5312, 3.1320], [-0.2957, -5.3979, 1.9239], [1.9611, -6.2967, 1.3773], [3.4310, -4.9816, -0.1800], [2.6135, -2.7964, -0.9983], [-0.6549, -0.7988, -4.1966], [0.5442, -0.3513, -3.5434], [1.2688, -1.3749, -2.7645], [0.3215, 0.7904, -2.4571], [-0.8430, 1.5615, -2.5666], [-1.1405, 2.3859, -3.6283], [-2.3335, 3.1301, -3.6838], [-3.2483, 3.0587, -2.6738], [-2.9963, 2.2133, -1.5699], [-3.9180, 2.0722, -0.5086], [-3.6509, 1.2062, 0.5142], [-2.4528, 0.4720, 0.4733], [-1.5530, 0.5964, -0.4790], [-1.8008, 1.4633, -1.5084], [1.5954, 0.2250, -4.8450], [1.8074, -0.6308, -5.9219], [2.5362, -0.1805, -7.0069], [3.0319, 1.1202, -7.0233], [2.8182, 1.9589, -5.9438], [2.1047, 1.5076, -4.8401], [-0.4453, 2.4514, -4.4548], [-2.5163, 3.7575, -4.5458], [-4.1722, 3.6215, -2.7050], [-4.8321, 2.6532, -0.5271], [-4.3282, 1.0690, 1.3456], [-2.2173, -0.2279, 1.2669], [1.3865, -1.6278, -5.9133], [2.7044, -0.8371, -7.8501], [3.5857, 1.4747, -7.8827], [3.2130, 2.9665, -5.9498], [1.9509, 2.1456, -3.9794], [5.2839, 0.8344, -4.5441], [5.1442, 1.8898, -3.6566], [4.5522, 1.6872, -2.4184], [4.1215, 0.4195, -2.0389], [4.2360, -0.6273, -2.9500], [4.8132, -0.4222, -4.1950], [3.2459, 0.0989, -0.3311], [4.3480, -1.3368, 0.4240], [3.9238, -1.8451, 1.6496], [4.6597, -2.8236, 2.3005], [5.8226, -3.3155, 1.7257], [6.2547, -2.8082, 0.5090], [5.5272, -1.8158, -0.1360], [4.0642, 1.4837, 0.7955], [3.4185, 1.8492, 1.9737], [4.0096, 2.7345, 2.8653], [5.2618, 3.2614, 2.5934], [5.9299, 2.8759, 1.4398], [5.3413, 1.9854, 0.5530], [5.7419, 0.9931, -5.5116], [5.4900, 2.8790, -3.9299], [4.4417, 2.5298, -1.7471], [3.8675, -1.6147, -2.7000], [4.8929, -1.2471, -4.8913], [3.0165, -1.4687, 2.1093], [4.3219, -3.2024, 3.2572], [6.3977, -4.0819, 2.2288], [7.1702, -3.1745, 0.0621], [5.8941, -1.4193, -1.0741], [2.4639, 1.4045, 2.2180], [3.4958, 2.9977, 3.7818], [5.7255, 3.9520, 3.2854], [6.9206, 3.2583, 1.2310], [5.8969, 1.6752, -0.3218]],
  "forces_ev_per_angstrom": [[0.4, 0.0, 0.5], [0.0, 0.0, 0.0], [0.0, 0.0, -0.1], [-0.1, 0.1, 0.1], [0.1, -0.1, -0.1], [0.1, 0.2, 0.0], [0.0, -0.1, -0.2], [-0.1, -0.1, 0.2], [0.0, 0.0, -0.1], [0.0, 0.0, 0.0], [0.0, 0.0, 0.0], [0.0, 0.0, 0.0], [0.0, 0.0, 0.0], [0.0, 0.0, 0.0], [0.0, 0.0, 0.0], [0.0, 0.0, 0.0], [0.1, 0.0, 0.0], [0.1, 0.0, 0.0], [-0.1, 0.0, 0.1], [-0.2, -0.1, -0.1], [-0.1, 0.0, -0.1], [0.1, 0.1, 0.0], [0.3, 0.0, -0.1], [0.0, 0.1, 0.0], [0.0, 0.0, 0.0], [0.0, 0.0, 0.0], [-0.1, 0.0, 0.0], [-0.2, 0.2, -0.1], [0.0, 0.0, 0.0], [0.0, 0.0, 0.0], [0.0, 0.0, 0.0], [0.0, 0.0, 0.0], [0.0, 0.0, 0.0], [0.0, 0.0, 0.0], [0.0, 0.0, 0.0], [0.0, 0.0, 0.0], [0.0, 0.0, 0.0], [0.0, 0.0, 0.0], [0.0, 0.2, -0.2], [0.0, -0.1, 0.2], [-0.2, -0.3, 0.1], [-0.3, 0.2, -0.2], [0.2, 0.0, 0.0], [0.0, 0.0, 0.0], [0.0, 0.0, 0.0], [-0.1, 0.1, 0.1], [0.0, 0.0, 0.1], [0.1, 0.0, -0.1], [0.0, 0.1, -0.1], [0.0, -0.1, -0.1], [0.0, 0.0, -0.1], [0.0, -0.1, 0.0], [0.0, 0.0, 0.0], [0.0, 0.0, 0.0], [-0.1, 0.0, 0.0], [-0.1, 0.0, 0.0], [0.0, 0.1, 0.0], [0.0, 0.0, 0.0], [0.0, 0.0, 0.0], [0.0, 0.0, 0.0], [0.0, 0.0, 0.0], [0.0, 0.0, 0.0], [0.0, 0.0, 0.0], [0.0, 0.0, 0.0], [0.0, 0.0, 0.0], [0.0, 0.0, 0.0], [0.0, 0.0, 0.0], [0.0, 0.0, 0.0], [0.1, -0.1, 0.0], [0.0, 0.0, 0.0], [0.0, 0.1, -0.1], [0.0, 0.0, 0.0], [0.1, 0.0, 0.0], [0.1, 0.0, 0.0], [0.0, -0.1, 0.0], [0.1, 0.1, 0.0], [0.0, 0.0, 0.0], [0.0, 0.0, 0.0], [0.0, 0.0, 0.0], [0.0, 0.0, 0.0], [0.0, 0.0, 0.0], [0.0, 0.0, 0.0], [0.0, 0.0, 0.0], [0.0, 0.0, 0.0], [0.0, 0.0, 0.0], [0.0, 0.0, 0.0], [0.1, 0.0, 0.1], [0.0, 0.0, 0.0], [0.0, 0.0, 0.0], [0.0, 0.0, 0.0], [0.0, 0.0, 0.0], [0.0, 0.0, 0.0], [0.0, 0.0, 0.0], [0.0, 0.0, 0.0], [0.0, 0.0, 0.0], [0.0, 0.0, 0.0], [0.0, 0.0, 0.0], [-0.1, 0.0, 0.0], [0.0, 0.0, 0.0], [0.0, 0.0, 0.0], [0.0, 0.0, 0.0], [0.0, 0.0, 0.0]],
  "lowdin_spin": [1.798, 0.000, 0.000, 0.000, 0.001, 0.004, 0.009, 0.001, 0.011, 0.000, 0.000, 0.000, 0.000, 0.000, 0.000, 0.000, 0.002, 0.003, 0.000, 0.011, 0.007, 0.010, 0.008, -0.001, 0.008, -0.001, 0.009, 0.010, 0.000, 0.000, 0.000, 0.000, 0.000, 0.000, 0.000, 0.000, 0.000, 0.003, 0.004, 0.012, 0.016, -0.001, 0.008, -0.002, 0.007, 0.000, 0.017, -0.001, 0.022, 0.008, 0.005, 0.000, 0.000, 0.000, 0.000, 0.000, 0.000, 0.001, 0.000, 0.000, 0.001, 0.000, 0.002, 0.000, 0.000, 0.000, 0.000, 0.000, 0.000, 0.000, 0.000, 0.001, 0.000, 0.000, 0.006, -0.001, 0.000, 0.000, 0.000, 0.000, 0.000, 0.001, 0.000, 0.000, 0.000, 0.000, 0.000, 0.000, 0.000, 0.000, 0.000, 0.000, 0.000, 0.000, 0.000, 0.000, 0.000, 0.000, 0.000, 0.000, 0.000, 0.000]
}



Q: Which value of charge does entry 2 give?
A: +1



Q: Number 2 is which compound?
A: C45H41AsN9O2S3Ti



Q: Which formula does entry 2 have?
A: C45H41AsN9O2S3Ti



Q: charge of number 2 (C45H41AsN9O2S3Ti)?
A: +1